Record 1
H3N3O3 | ωB97M-V/def2-TZVPD

Output
gap between HOMO and LUMO (spin up / spin down)	9.01 / 9.01	eV
multiplicity	1
relative energy (zero: lowest compared OMol25 entry of this formula, charge and spin)	532.7	kJ/mol

Structure (XYZ):
```
9
Properties=species:S:1:pos:R:3:mulliken_charge:R:1
N -0.115 -0.337 0.769 -0.2181
N 0.481 0.473 -0.162 -0.1688
N 1.483 -0.964 -1.166 0.9021
O 1.749 -1.882 -0.441 -0.4667
O 1.555 -0.616 -2.269 -0.4976
O -0.314 1.052 -1.186 -0.3392
H -0.074 -0.065 1.652 0.2000
H -0.989 -0.677 0.447 0.2186
H 0.236 1.630 -1.635 0.3697
```

***

Record 2
C3H6N2O | ωB97M-V/def2-TZVPD

Output
gap between HOMO and LUMO	7.75	eV
multiplicity	1
relative energy (zero: lowest compared OMol25 entry of this formula, charge and spin)	385.1	kJ/mol

Structure (XYZ):
```
12
Properties=species:S:1:pos:R:3:mulliken_charge:R:1
N -1.354 0.450 0.514 -0.3514
C -0.222 0.556 -0.465 -0.4854
C 1.196 0.871 -0.005 -0.2005
O 1.641 -0.375 -0.619 -0.3779
C 0.308 -0.755 -0.708 0.5146
N -0.228 -1.911 -0.750 -0.7880
H -1.479 -0.542 0.797 0.3533
H -1.232 1.030 1.347 0.3240
H -2.219 0.746 0.064 0.3519
H 1.702 1.731 -0.458 0.2029
H 1.413 0.844 1.076 0.2222
H 0.477 -2.644 -0.793 0.2343
```

***

Record 3
C7H7NO5 | ωB97M-V/def2-TZVPD

Output
gap between HOMO and LUMO	6.47	eV
multiplicity	1
net charge	-2
structure (SMILES)	C[C@H]1CC(=O)NC1(C(=O)[O-])C(=O)[O-]
relative energy (zero: lowest compared OMol25 entry of this formula, charge and spin)	42.0	kJ/mol

Structure (XYZ):
```
20
Properties=species:S:1:pos:R:3:mulliken_charge:R:1
C -0.463 -1.183 0.371 -1.6727
C -0.070 0.234 0.475 0.4907
C 1.116 0.642 -0.545 -0.7567
C 0.316 0.984 -1.791 0.2760
O 0.804 0.990 -2.976 -0.8239
N -0.963 1.142 -1.439 -0.2178
C -1.182 1.194 0.010 1.1039
C -2.652 0.838 0.307 -0.1463
O -3.509 1.347 -0.492 -0.7953
O -2.897 0.277 1.380 -0.7178
C -0.890 2.895 0.500 0.3423
O -1.308 3.760 -0.209 -0.6575
O -0.166 2.895 1.492 -0.6945
H -0.778 -1.343 -0.705 0.3237
H -1.237 -1.519 1.113 0.2616
H 0.359 -1.740 0.727 0.5412
H 0.295 0.437 1.609 0.3011
H 1.900 -0.122 -0.748 0.3234
H 1.838 1.458 -0.254 0.2455
H -1.650 1.554 -2.061 0.2731
```

***

Record 4
C16H11Br2N8Rh | ωB97M-V/def2-TZVPD

Output
gap between HOMO and LUMO (spin up / spin down)	7.91 / 4.18	eV
expectation value of S²	6.046
multiplicity	5
net charge	+2

Structure (XYZ):
```
38
Properties=species:S:1:pos:R:3:mulliken_charge:R:1
Rh -0.380 -0.164 0.031 0.5749
Br 2.181 0.239 6.243 -0.0509
C 1.428 0.126 4.558 -0.1089
C 0.052 0.077 4.408 -0.6942
C -0.450 -0.005 3.130 -0.2163
N 0.340 -0.041 2.041 -0.0228
C 1.680 0.009 2.190 0.5245
C 2.250 0.093 3.440 -0.3743
C 2.495 -0.021 0.933 0.7703
C 3.872 -0.002 0.947 -0.3082
C 4.554 -0.023 -0.262 -0.2435
Br 6.405 0.003 -0.266 -0.0569
C 3.850 -0.062 -1.451 -0.6666
C 2.472 -0.082 -1.383 -0.4165
N 1.806 -0.061 -0.220 0.2203
H -0.611 0.105 5.261 0.4610
H -1.517 -0.040 2.961 0.4440
H 3.322 0.138 3.565 0.4793
H 4.428 0.028 1.872 0.4718
H 4.356 -0.078 -2.407 0.4754
H 1.876 -0.113 -2.286 0.4671
N -2.327 -6.233 -0.425 -0.2143
C -2.141 -5.139 -0.836 0.5314
N -1.972 -3.961 -1.276 -0.2931
C -1.549 -2.804 -1.062 0.6220
N -1.209 -1.679 -1.022 -0.5963
N -4.305 3.304 -1.313 -0.4001
C -2.976 3.090 -1.244 0.5177
C -2.439 1.878 -0.788 -0.2108
N -1.116 1.712 -0.744 -0.2046
C -0.306 2.700 -1.143 -0.2304
C -0.869 3.881 -1.591 -0.4123
N -2.179 4.087 -1.645 -0.5027
H -4.980 2.623 -1.020 0.1872
H -4.630 4.193 -1.655 0.2526
H -3.073 1.061 -0.474 0.3717
H 0.760 2.538 -1.095 0.4761
H -0.232 4.694 -1.919 0.3765
```

***

Record 5
C11H12IrN2O6 | ωB97M-V/def2-TZVPD

Output
gap between HOMO and LUMO (spin up / spin down)	5.24 / 5.16	eV
expectation value of S²	6.036
multiplicity	5
net charge	+3

Structure (XYZ):
```
32
Properties=species:S:1:pos:R:3:mulliken_charge:R:1
O 3.918 1.359 -3.696 -0.0390
C 2.861 1.403 -3.321 0.1459
Ir 0.264 1.560 -2.476 1.7548
O -0.675 3.325 -4.753 -0.2282
C -0.215 2.656 -3.933 0.4132
C -1.642 1.596 -1.730 0.0391
O -2.692 1.597 -1.295 -0.2237
C 0.732 3.104 -1.292 0.0915
O 0.831 4.054 -0.636 -0.2736
C -0.164 -0.139 -3.440 0.0645
O -0.580 -1.056 -4.013 -0.2740
C -0.005 -2.688 -0.481 -0.5730
N -0.334 -1.688 0.539 0.2649
C -1.384 -1.952 1.460 -0.3764
C -0.996 -1.420 2.805 -0.6105
C -0.674 0.040 2.708 -0.4520
N 0.353 0.195 1.744 0.3360
C 1.579 0.936 2.068 -0.7454
C 0.143 -0.391 0.516 -0.0179
O 0.439 0.199 -0.567 -0.6574
H -0.116 -2.383 -1.519 0.2378
H -0.673 -3.551 -0.307 0.3504
H 1.025 -3.080 -0.322 0.3916
H -2.319 -1.457 1.115 0.2839
H -1.556 -3.030 1.497 0.4732
H -0.128 -1.964 3.185 0.3379
H -1.816 -1.590 3.510 0.3814
H -0.361 0.445 3.676 0.4500
H -1.589 0.589 2.386 0.3021
H 1.386 1.944 2.455 0.3816
H 2.101 0.382 2.888 0.3997
H 2.286 1.006 1.229 0.3714
```

***

Record 6
C20H28NO2SeY | ωB97M-V/def2-TZVPD

Output
gap between HOMO and LUMO	7.67	eV
multiplicity	1

Structure (XYZ):
```
53
Properties=species:S:1:pos:R:3:mulliken_charge:R:1
O 2.547 -0.926 0.445 -0.1979
C 2.464 -2.232 1.087 -0.4823
C 3.976 -2.401 1.202 -0.8158
H 1.996 -2.974 0.431 0.2130
H 1.919 -2.166 2.028 0.2869
C 3.997 -0.960 0.592 1.5704
H 4.362 -3.173 0.535 0.3166
H 4.390 -2.465 2.210 0.2943
C 4.743 -0.856 -0.724 -1.7636
H 4.346 -1.540 -1.482 0.3754
H 5.800 -1.092 -0.550 0.4010
H 4.700 0.169 -1.105 0.3845
C 4.481 0.074 1.592 -1.6863
H 3.951 -0.039 2.548 0.3756
H 4.307 1.089 1.211 0.3606
H 5.563 -0.047 1.753 0.4164
Y -1.910 1.335 0.074 1.5518
C -1.174 1.530 2.684 -1.0528
C -2.485 0.961 2.576 -0.6989
C -2.326 -0.406 2.159 -1.2136
H -3.422 1.461 2.811 0.5491
C -0.928 -0.682 2.061 -0.1324
C -0.222 0.503 2.400 -0.1852
H 0.862 0.585 2.476 0.5733
H -0.944 2.541 3.017 0.5280
H -3.130 -1.133 2.039 0.5474
H -0.471 -1.664 1.904 0.5218
C -1.164 3.579 -0.952 -0.3532
C -0.343 3.306 0.191 -0.5870
C 0.480 2.179 -0.104 -0.5348
H -0.310 3.887 1.109 0.4903
C 0.176 1.764 -1.438 -0.4307
C -0.874 2.592 -1.941 -1.0778
H -1.303 2.502 -2.940 0.4421
H -1.839 4.422 -1.080 0.4936
H 1.232 1.719 0.541 0.3855
H 0.749 1.047 -2.022 0.8655
O -1.956 -0.394 -1.148 0.1358
C -0.873 -1.290 -1.679 0.0852
C -1.547 -2.349 -2.543 -0.6454
H -0.318 -1.703 -0.825 -0.1673
H -0.197 -0.662 -2.260 0.0829
C -3.018 -1.935 -2.696 -0.6870
H -1.470 -3.323 -2.052 0.3316
H -1.053 -2.416 -3.516 0.3410
C -3.303 -0.867 -1.648 -0.5374
H -3.712 -2.772 -2.613 0.3262
H -3.158 -1.479 -3.678 0.2934
H -3.850 -1.247 -0.778 0.3411
H -3.808 0.023 -2.045 0.3527
Se -6.805 3.057 0.164 -0.2007
C -5.128 2.627 0.023 0.1019
N -4.000 2.243 -0.046 -0.8849
```

***

Number 1: E -391.53736 a.u., maximum force 6.61 eV Å⁻¹. Number 2: E -302.54644 a.u., maximum force 0.41 eV Å⁻¹. Number 3: E -701.93304 a.u., maximum force 4.35 eV Å⁻¹. Number 4: E -6312.28738 a.u., maximum force 1.34 eV Å⁻¹. Number 5: E -1090.34839 a.u., maximum force 6.09 eV Å⁻¹. Number 6: E -3423.90057 a.u., maximum force 3.93 eV Å⁻¹.